17
Properties=species:S:1:pos:R:3 method="wB97M-V/def2-TZVPD" orbital_gap_ev=7.831 energy_ha=-272.55748 total_charge=0 homo_energy_ha=-0.2901 lumo_ev=-0.06 multiplicity=1
H 2.160 0.726 1.240
H 0.346 1.473 -3.324
C 0.468 0.309 -0.048
H -3.212 -1.791 1.554
H 2.621 0.058 -0.379
H 0.246 -0.516 2.330
H -1.873 -1.609 2.819
C -2.156 -1.624 1.785
C -0.129 0.669 -1.304
H -0.904 -0.010 -1.638
H 1.715 1.194 -2.132
C -1.472 -1.008 0.760
C 0.651 1.121 -2.351
C 1.883 0.649 0.205
H -2.031 -0.911 -0.175
C -0.256 -0.380 0.893
H 1.942 1.650 -0.236


44
Properties=species:S:1:pos:R:3 method="wB97M-V/def2-TZVPD" orbital_gap_ev="7.976 / 6.622" energy_ha=-4854.47508 total_charge=+1 homo_energy_ha="-0.4193 / -0.4190" lumo_ev="-3.43 / -4.78" multiplicity=6
C -3.823 0.325 -1.366
C -1.218 -1.660 1.698
C 1.325 -1.453 2.879
C 2.974 3.404 -1.307
C 0.845 1.583 -1.418
H -2.211 -1.740 1.276
C 1.182 -1.786 1.500
C -1.742 2.478 -1.504
C 2.181 1.135 -1.454
C 3.610 -1.997 1.323
Fe -0.022 -1.501 -1.164
C -0.743 3.407 -1.417
C 1.689 3.874 -1.302
C -4.748 -0.700 -1.326
H 2.726 -1.006 4.441
H 4.721 -1.456 3.075
C 0.601 2.982 -1.367
N -0.170 0.683 -1.451
H -1.979 -1.307 3.673
C 3.735 -1.568 2.653
C -4.355 -2.019 -1.495
H 4.233 1.664 -1.444
C -2.462 0.049 -1.550
Br 2.119 -2.717 -1.056
H -2.727 -3.339 -1.905
C -3.015 -2.310 -1.727
C 3.218 2.026 -1.402
H -5.085 -2.814 -1.452
H 2.380 0.074 -1.557
H -4.164 1.339 -1.231
C -0.104 -1.807 0.907
H 1.486 4.933 -1.260
C 0.151 -1.292 3.647
H 4.481 -2.244 0.738
H -5.789 -0.467 -1.157
C 2.623 -1.316 3.412
C 2.359 -2.092 0.788
H 3.806 4.088 -1.252
H 0.240 -1.104 4.706
C -1.086 -1.411 3.075
H -2.766 2.794 -1.580
C -1.437 1.098 -1.506
C -2.078 -1.294 -1.734
H -0.962 4.464 -1.406


78
Properties=species:S:1:pos:R:3 method="wB97M-V/def2-TZVPD" orbital_gap_ev=7.336 energy_ha=-2279.60854 total_charge=+1 homo_energy_ha=-0.3834 lumo_ev=-3.10 multiplicity=1
H 3.167 3.802 -1.356
O 2.411 -2.790 2.365
H -0.635 1.150 1.419
N -2.160 2.403 -3.518
C 6.511 -2.770 2.990
H 1.630 -2.426 4.256
H 1.317 5.290 -1.012
H 3.657 -3.481 4.679
H -4.440 -3.532 0.273
C -3.897 3.520 -0.637
C 3.038 -1.177 0.105
C 1.018 1.331 2.747
C -3.249 -3.557 -2.356
H -3.629 -2.027 0.742
H 0.507 -2.969 2.990
Pd -1.403 -0.087 -0.749
H 2.619 2.705 -0.075
H -2.411 2.966 -4.310
C 2.377 1.046 3.021
H -3.547 4.381 -0.064
O 0.151 2.501 -1.229
C 2.453 -0.218 0.958
C -3.841 4.713 -2.921
H -1.645 1.553 -3.672
C 3.066 0.263 2.147
C 1.499 -3.105 3.411
C 4.582 -2.365 1.623
H 1.518 4.731 0.646
H -5.366 -1.687 -3.514
H -0.442 3.400 0.510
C -0.579 -2.733 -0.399
H 2.850 1.430 3.914
H 6.582 -2.069 0.955
O -3.153 1.786 0.903
H 4.214 -2.669 -0.394
H -4.095 4.356 -3.919
H -6.090 -1.062 -2.018
H 4.102 0.021 2.342
C 5.954 -2.380 1.781
H -4.714 5.232 -2.532
N -1.245 -1.860 0.057
C 1.127 0.183 0.617
H 1.763 1.559 -2.038
H -3.697 -4.473 -1.968
H 0.440 1.903 3.464
N -0.016 -3.747 -0.854
C 1.300 4.409 -0.371
H 6.089 -3.448 4.978
C 1.270 -4.016 -0.976
H -4.973 3.412 -0.496
N 2.372 -4.311 -1.155
C -0.056 3.693 -0.468
C 3.730 -2.782 2.650
C 2.290 3.359 -0.885
C 1.428 2.579 -1.861
N -2.502 1.741 -1.312
H -5.360 -2.015 0.337
N 4.018 -2.008 0.351
C -5.550 -1.899 -2.461
H 1.624 -4.138 3.737
H 7.584 -2.781 3.116
C -3.164 2.254 -0.211
C 5.671 -3.147 4.027
H -3.402 -3.514 -3.434
C 4.290 -3.159 3.864
N -3.533 3.605 -2.042
P -3.988 -2.104 -1.615
O 0.626 -0.138 -0.535
C -4.394 -2.458 0.097
H 1.340 3.105 -2.821
C -2.723 2.575 -2.322
H -2.179 -3.581 -2.162
H -6.157 -2.802 -2.377
C 0.410 0.917 1.596
H 2.612 -1.284 -0.886
H -3.013 5.422 -2.989
O -3.154 -0.847 -1.790
H -0.809 4.320 -0.962


9
Properties=species:S:1:pos:R:3 method="wB97M-V/def2-TZVPD" orbital_gap_ev=9.159 energy_ha=-275.70064 total_charge=+1 homo_energy_ha=-0.5654 lumo_ev=-6.22 multiplicity=1
N 0.236 0.180 -0.079
N -0.415 1.342 0.024
N 1.469 0.100 0.115
H -1.301 1.253 -0.652
N -0.447 -1.426 0.159
H -1.398 -1.252 -0.067
H -0.719 1.786 0.834
H 0.010 -1.978 -0.656
N 2.565 -0.005 0.323


95
Properties=species:S:1:pos:R:3 method="wB97M-V/def2-TZVPD" orbital_gap_ev="6.196 / 6.430" energy_ha=-5641.23891 total_charge=-2 homo_energy_ha="-0.1030 / -0.1144" lumo_ev="3.39 / 3.32" multiplicity=2
H -2.608 -0.581 -5.739
H -0.601 -5.503 0.339
C 0.609 1.420 -2.401
Cl -3.533 -2.006 7.104
C 3.713 -0.406 -1.865
C 2.491 -0.981 1.722
C 3.979 0.605 -4.013
H -1.831 -6.042 -3.024
H 2.651 -1.010 0.644
H -4.357 -2.813 -4.567
N 2.789 0.260 4.239
C 3.576 1.417 3.802
C -1.352 -3.503 3.507
H -1.913 0.654 -4.671
C -3.146 -3.614 -0.136
C -4.592 -2.157 -3.725
I -3.172 3.180 4.791
Si 0.400 -2.748 -4.429
H -3.331 -4.387 0.616
C -2.111 0.649 3.571
H 2.720 1.362 0.584
C -3.628 0.101 -1.922
C -1.006 -2.619 2.471
H 4.725 0.145 0.957
O 4.213 1.513 -6.187
H -0.218 -5.130 -4.872
H -3.735 -0.450 -0.985
O 0.530 2.491 -1.768
H -2.864 0.869 -1.802
C -2.316 -1.630 4.665
H -2.830 -6.451 -1.619
H -5.483 -1.575 -3.986
H -1.101 -4.553 3.429
H 2.301 1.771 -4.614
H -2.306 -3.654 5.411
C 2.005 0.876 -2.668
Rb -0.584 0.728 0.190
C -2.995 -1.029 5.749
O -1.683 1.372 2.644
C 4.545 0.169 2.033
Si -1.835 -4.164 -1.373
H 4.477 -0.967 4.391
Si -3.128 -1.016 -3.344
H 2.359 -2.353 -2.980
H -3.758 0.760 6.595
N 2.486 0.099 -1.689
O -0.357 0.681 -2.740
N 3.840 1.411 2.364
H 0.378 -5.272 -1.117
H -4.092 -3.408 -0.643
C -2.012 -3.008 4.595
C 2.717 1.150 -3.831
N 1.737 0.230 2.048
O 5.932 0.331 -5.320
N -1.272 -1.336 2.500
N 3.786 -1.027 2.419
H 2.788 -3.404 -4.331
C 3.522 -0.950 3.857
H -4.844 -2.789 -2.870
H 1.901 -1.852 2.021
C -3.237 0.318 5.757
H -3.647 0.688 -5.067
C -2.552 -5.645 -2.307
H 5.471 -0.621 -3.104
C 1.520 0.270 3.494
C 4.488 -0.185 -2.987
H 0.931 -0.600 3.789
H 1.999 2.303 1.909
H 4.531 1.415 4.337
H 5.506 0.158 2.554
H 0.614 -4.425 -6.267
H -4.580 0.599 -2.132
H -0.214 -1.173 -6.247
H -1.091 -4.049 -5.964
H -0.501 -2.994 1.585
C -2.793 0.036 -4.857
C 2.549 1.392 1.662
C -0.321 -4.782 -0.435
C 2.013 -3.188 -3.590
H -3.444 -5.348 -2.863
C 4.789 0.834 -5.315
C -0.126 -4.229 -5.484
Ge -1.260 -2.354 -2.785
H 0.586 -0.344 -4.907
H 2.937 -1.823 4.156
C -2.812 1.127 4.705
C 0.598 -1.245 -5.520
C -1.902 -0.814 3.579
H -2.851 -2.703 0.388
H 0.216 -3.957 0.038
H 1.900 -4.060 -2.941
H 4.086 -1.041 -1.064
H 0.954 1.169 3.744
H 3.031 2.328 4.058
H 1.548 -1.277 -6.060


41
Properties=species:S:1:pos:R:3 method="wB97M-V/def2-TZVPD" orbital_gap_ev="5.765 / 6.483" energy_ha=-4134.05762 total_charge=0 homo_energy_ha="-0.2077 / -0.3212" lumo_ev="0.11 / -2.26" multiplicity=5
H -3.013 0.269 -3.200
N 0.962 2.342 1.997
C 1.765 2.394 5.607
C 1.840 0.814 3.355
H 0.612 3.814 4.381
C 2.481 0.335 4.494
H -0.597 -1.396 -5.592
C -0.968 -1.054 -4.622
C -2.255 -1.308 -1.915
Cl -0.963 1.697 -2.755
H 2.692 -0.806 0.516
Se 1.669 1.381 -0.658
H -2.846 -2.134 -1.463
H 0.434 3.136 1.641
C 2.670 -0.787 1.607
C 2.435 1.157 5.631
N 2.095 0.485 2.022
H -2.737 -0.518 0.130
H 1.777 3.009 6.505
H -4.086 -1.158 -3.096
C 1.577 1.423 1.195
C -3.034 -0.833 -3.190
C -0.848 -1.595 -2.093
H -2.645 -2.345 -4.687
H 2.944 0.840 6.543
C -2.456 -0.089 -0.827
H -0.447 -2.937 -3.698
H 0.801 -1.646 -3.496
H 2.045 -1.605 1.973
H 3.012 -0.616 4.447
H -3.081 0.707 -1.220
C 1.144 2.023 3.344
C -0.281 -1.862 -3.493
Pt -0.512 0.205 -1.039
H -0.426 -2.281 -1.350
C 1.112 2.850 4.456
Cl -0.428 -1.037 0.979
H -2.959 -0.732 -5.352
H -0.698 0.009 -4.549
H 3.679 -0.875 2.016
C -2.463 -1.275 -4.543


It is found that the ΔE to the lowest compared entry with this formula, charge and spin values, taken in the order of the records, are 421.4 0.0 92.1 490.7 0.0 0.0 kJ/mol.